(1)
Formula: C72H90N18
Source: the Open Molecules 2025 dataset
Level of theory: ωB97M-V/def2-TZVPD

CARTESIAN COORDINATES (ANGSTROEM)
N (6.46970, 2.56375, 5.40247)
C (5.80877, 1.98873, 6.46959)
C (4.82671, 1.06853, 5.94371)
C (4.98240, 1.10264, 4.57746)
C (5.89839, 2.05484, 4.20209)
H (7.22457, 3.23258, 5.45675)
H (6.02155, 2.25567, 7.49423)
H (4.13412, 0.48233, 6.52944)
H (4.37999, 0.52002, 3.89622)
H (6.16963, 2.34877, 3.19888)
N (-5.91832, 0.02339, -1.65275)
C (-4.76688, -0.26205, -2.34868)
C (-4.35812, 0.97414, -2.78696)
C (-5.30536, 1.99056, -2.54562)
C (-6.20752, 1.39782, -1.71834)
H (-6.45773, -0.67571, -1.16244)
H (-4.32090, -1.24559, -2.33610)
H (-3.45548, 1.13803, -3.35685)
H (-5.19871, 3.05861, -2.66527)
H (-7.02459, 1.84112, -1.16855)
N (0.12434, -2.74468, -0.57944)
C (1.00565, -3.28054, -1.56295)
C (1.24874, -4.54733, -1.22336)
C (0.77959, -4.76347, 0.02896)
C (-0.01351, -3.68780, 0.41476)
H (-0.15519, -1.77547, -0.52874)
H (1.11045, -2.79485, -2.52187)
H (1.73515, -5.20120, -1.93205)
H (0.97422, -5.69480, 0.53998)
H (-0.48445, -3.48381, 1.36503)
N (1.87817, -0.40844, 4.46758)
C (1.64550, -0.65284, 3.13045)
C (2.19183, -1.89540, 2.77826)
C (2.89567, -2.35290, 3.86977)
C (2.63865, -1.47128, 4.90617)
H (1.45593, 0.37647, 4.94269)
H (1.00660, 0.07551, 2.65325)
H (2.04319, -2.43778, 1.85623)
H (3.41878, -3.29659, 3.91664)
H (2.93736, -1.38534, 5.94048)
N (-1.99718, -4.63754, -1.71314)
C (-2.53539, -3.65402, -2.51195)
C (-3.59739, -4.16919, -3.23366)
C (-3.80488, -5.48299, -2.77588)
C (-2.79577, -5.76950, -1.87345)
H (-1.12367, -4.57215, -1.21035)
H (-2.04121, -2.69583, -2.57573)
H (-4.01603, -3.63242, -4.07212)
H (-4.48150, -6.26718, -3.08190)
H (-2.57330, -6.64395, -1.27996)
N (-1.16456, -1.60259, 7.89368)
C (-0.86252, -0.37416, 7.33633)
C (-1.06335, 0.66385, 8.26429)
C (-1.36468, 0.02681, 9.44660)
C (-1.42591, -1.32693, 9.20966)
H (-1.14949, -2.49170, 7.41476)
H (-0.48326, -0.26860, 6.33064)
H (-0.79265, 1.68067, 8.02103)
H (-1.45331, 0.48706, 10.41959)
H (-1.55629, -2.12156, 9.92936)
N (1.80047, 3.30665, -1.92790)
C (2.35226, 3.27968, -3.18663)
C (3.72116, 3.35490, -3.12340)
C (3.99669, 3.55810, -1.74758)
C (2.83161, 3.46664, -1.03462)
H (0.83000, 3.46360, -1.69626)
H (1.72287, 3.28396, -4.06426)
H (4.39323, 3.33217, -3.96850)
H (4.98792, 3.73730, -1.35805)
H (2.60740, 3.41398, 0.02054)
N (0.45143, 0.73045, -4.76499)
C (-0.87618, 0.54378, -4.89365)
C (-1.28528, -0.77451, -4.80249)
C (-0.04407, -1.48124, -4.70577)
C (0.98866, -0.52927, -4.71909)
H (0.87716, 1.64633, -4.76375)
H (-1.54604, 1.37547, -5.05479)
H (-2.30007, -1.13976, -4.85902)
H (0.07560, -2.55369, -4.66180)
H (2.05557, -0.68682, -4.66186)
N (5.08203, -0.30030, -3.30102)
C (4.17815, -0.15511, -2.25660)
C (3.66244, -1.40979, -1.99917)
C (4.16265, -2.23688, -2.94503)
C (5.05013, -1.56944, -3.71443)
H (5.79328, 0.36422, -3.57052)
H (4.04252, 0.73659, -1.66258)
H (3.07069, -1.63379, -1.12392)
H (3.94633, -3.29277, -3.01361)
H (5.74495, -1.87673, -4.48203)
N (-4.43842, -3.65753, 0.19153)
C (-4.07644, -2.51286, 0.91200)
C (-4.85005, -2.49494, 2.10924)
C (-5.63189, -3.68076, 2.09538)
C (-5.34715, -4.39448, 0.88495)
H (-4.01235, -3.99038, -0.66156)
H (-3.41219, -1.74661, 0.54047)
H (-4.85240, -1.72842, 2.87006)
H (-6.38205, -3.90192, 2.84019)
H (-5.77928, -5.31339, 0.51717)
N (0.58248, -3.78911, 5.64249)
C (-0.56474, -3.40663, 5.04230)
C (-1.70519, -3.73881, 5.85544)
C (-1.15703, -4.44114, 6.95093)
C (0.25971, -4.40126, 6.82340)
H (1.47677, -3.63763, 5.19819)
H (-0.53374, -2.84903, 4.11788)
H (-2.73956, -3.56986, 5.59480)
H (-1.66655, -4.94733, 7.75750)
H (1.09904, -4.83676, 7.34520)
N (1.95338, 3.17227, 5.25571)
C (1.59934, 2.96311, 3.98195)
C (0.28088, 2.53458, 3.97682)
C (-0.15824, 2.42563, 5.30109)
C (0.91046, 2.86078, 6.11400)
H (2.86815, 3.48779, 5.54507)
H (2.31184, 2.98744, 3.17069)
H (-0.34477, 2.17112, 3.17502)
H (-1.12140, 2.15697, 5.70917)
H (1.01848, 2.87760, 7.18845)
N (-1.29589, 5.40663, -2.26175)
C (-0.54080, 5.95496, -1.21349)
C (-0.43316, 4.97763, -0.25574)
C (-1.13935, 3.86892, -0.73264)
C (-1.60453, 4.13515, -1.98176)
H (-1.55797, 5.90453, -3.10050)
H (-0.14317, 6.95849, -1.24841)
H (0.15522, 4.98147, 0.64991)
H (-1.27187, 2.95431, -0.17379)
H (-2.30435, 3.58767, -2.59571)
N (6.42981, 0.74681, 0.67572)
C (7.74419, 0.79474, 0.97560)
C (8.20469, 2.08812, 0.83291)
C (7.08252, 2.87358, 0.64293)
C (6.01456, 1.99755, 0.43840)
H (5.78391, -0.01092, 0.50616)
H (8.28539, -0.10198, 1.23905)
H (9.23863, 2.39813, 0.86853)
H (7.05365, 3.95302, 0.62394)
H (4.99312, 2.14633, 0.12071)
N (-3.71500, 2.54940, 4.24674)
C (-3.72796, 3.27343, 3.06371)
C (-3.84272, 2.36330, 2.03455)
C (-3.88504, 1.09798, 2.59836)
C (-3.88175, 1.18677, 4.00084)
H (-3.75593, 2.84250, 5.21241)
H (-3.62056, 4.34789, 3.08389)
H (-3.90540, 2.59149, 0.98080)
H (-3.95727, 0.22237, 1.97030)
H (-3.81664, 0.45105, 4.78879)
N (-4.53747, 3.23034, -8.26776)
C (-3.78591, 2.07921, -8.13084)
C (-3.73234, 1.73742, -6.75811)
C (-4.61853, 2.60404, -6.16400)
C (-5.00803, 3.60461, -7.03228)
H (-4.80238, 3.64863, -9.14808)
H (-3.33230, 1.51029, -8.92894)
H (-3.29975, 0.85666, -6.30696)
H (-4.87826, 2.59310, -5.11575)
H (-5.54983, 4.53421, -6.93901)
N (-0.65532, 0.13701, -1.70395)
C (-1.39699, 0.12031, -0.53656)
C (-0.49631, 0.28156, 0.50509)
C (0.77655, 0.32059, -0.02013)
C (0.66988, 0.23058, -1.39905)
H (-0.89933, 0.04673, -2.67986)
H (-2.46543, -0.03488, -0.50938)
H (-0.77065, 0.39195, 1.54382)
H (1.73173, 0.45467, 0.46573)
H (1.43423, 0.29064, -2.15968)
N (0.00923, -1.00631, -8.38113)
C (-0.26723, -2.12057, -9.20737)
C (0.31270, -1.80448, -10.40890)
C (1.07045, -0.60240, -10.31160)
C (0.82732, -0.09940, -9.07156)
H (-0.26321, -0.95024, -7.41019)
H (-0.80076, -2.96023, -8.78701)
H (0.20566, -2.40376, -11.30097)
H (1.56175, -0.05500, -11.10243)
H (1.35704, 0.68754, -8.55531)

Properties
Energy above the lowest of the compared OMol25 structures with the same formula, charge and spin, kJ/mol: 187.5
Largest force on an atom, eV/Å: 3.83
Gap between HOMO and LUMO, eV: 7.99
E_LUMO, Eh: 0.0143
HOMO level, eV: -7.60

=====

(2)
Formula: C5H6O
Source: the Open Molecules 2025 dataset
Level of theory: ωB97M-V/def2-TZVPD

CARTESIAN COORDINATES (ANGSTROEM)
O (1.28604, 0.97950, -1.82646)
C (0.57535, 0.56548, -0.95419)
C (-0.01705, 1.19758, 0.29460)
C (-0.02745, -0.23266, 0.90708)
C (-1.13709, -1.13285, 0.61175)
C (0.35139, -0.85488, -0.46841)
H (0.64184, 1.94257, 0.74648)
H (-1.01052, 1.62676, 0.16020)
H (0.65679, -0.44461, 1.72490)
H (-1.89958, -0.54994, 0.05627)
H (-0.55320, -1.49559, -0.73491)
H (1.13349, -1.60134, -0.51730)

Properties
Energy above the lowest of the compared OMol25 structures with the same formula, charge and spin, kJ/mol: 428.1
Largest force on an atom, eV/Å: 0.79
Gap between HOMO and LUMO, eV: 9.72
E_LUMO, Eh: 0.0315
HOMO level, eV: -8.86

=====

(3)
Formula: C18H48F2N7O10S2
Source: the Open Molecules 2025 dataset
Level of theory: ωB97M-V/def2-TZVPD

CARTESIAN COORDINATES (ANGSTROEM)
N (1.05368, 0.68988, -1.83827)
S (1.13491, -0.73843, -2.22099)
O (-0.08245, -1.44320, -2.64366)
O (2.07745, -1.50172, -1.43252)
F (1.90674, -0.49045, -3.61771)
S (0.02459, 0.42961, -0.52186)
O (0.68672, -0.00671, 0.70881)
O (-1.33475, 0.08840, -0.68948)
F (-0.09153, 1.93917, -0.23746)
C (-4.96843, 4.47205, 11.22414)
C (-4.66869, 2.95324, 10.94980)
O (-5.13162, 2.06455, 11.57017)
N (-4.08183, 2.66574, 9.55321)
H (-4.78063, 2.13985, 9.04801)
H (-4.07765, 3.56294, 9.08942)
C (-2.67302, 2.03903, 9.55698)
H (-4.89197, 4.69321, 12.28872)
H (-5.93411, 4.80846, 10.84679)
H (-4.36610, 5.15701, 10.62738)
H (-2.60229, 1.72885, 8.51444)
H (-2.75622, 1.17115, 10.21118)
H (-1.82911, 2.68181, 9.80748)
C (5.43387, 5.01317, 0.76801)
C (5.99787, 3.89991, -0.03090)
O (6.61084, 2.82235, 0.31977)
N (5.68187, 4.03144, -1.55042)
H (5.00893, 3.28462, -1.64798)
H (5.19957, 4.88397, -1.79673)
C (6.81606, 3.70869, -2.48109)
H (4.35038, 4.91666, 0.69855)
H (5.72794, 5.95347, 0.30168)
H (5.67269, 5.02467, 1.83148)
H (7.37111, 4.64630, -2.51146)
H (6.55017, 3.30197, -3.45679)
H (7.54751, 3.06774, -1.98887)
C (-3.57951, 5.35468, -3.42427)
C (-3.00698, 5.59918, -4.79482)
O (-3.56949, 6.23536, -5.67958)
N (-1.75925, 4.72503, -5.13201)
H (-0.94278, 5.31898, -5.15891)
H (-1.63456, 4.02974, -4.41016)
C (-1.87888, 3.89175, -6.46108)
H (-3.14414, 6.07269, -2.72928)
H (-3.46426, 4.29900, -3.17855)
H (-4.58270, 5.75257, -3.27131)
H (-1.10871, 3.13653, -6.61788)
H (-2.00375, 4.70216, -7.17923)
H (-2.81217, 3.32886, -6.44693)
C (-5.35799, -6.55384, 6.27750)
C (-3.98543, -5.86327, 5.83643)
O (-3.45642, -4.98871, 6.43837)
N (-3.28210, -6.58896, 4.67946)
H (-2.43946, -7.04969, 4.99217)
H (-3.85155, -7.29435, 4.23418)
C (-3.02706, -5.63766, 3.49591)
H (-5.59516, -6.30082, 7.31087)
H (-5.24478, -7.63739, 6.24292)
H (-6.19606, -6.31800, 5.62164)
H (-3.98840, -5.59503, 2.98392)
H (-2.17476, -6.07044, 2.97210)
H (-2.62937, -4.68034, 3.83279)
C (-7.76120, 0.41875, -8.29630)
C (-7.77075, 0.15347, -6.78171)
O (-8.05179, 1.01180, -5.92572)
N (-7.50588, -1.30536, -6.41738)
H (-8.30426, -1.70734, -6.88758)
H (-6.83345, -1.83330, -6.95517)
C (-7.36097, -1.66111, -4.90279)
H (-6.72719, 0.51607, -8.62711)
H (-8.36407, 1.29442, -8.53683)
H (-8.15096, -0.42651, -8.86350)
H (-7.23881, -2.74416, -4.89013)
H (-8.31386, -1.36730, -4.46262)
H (-6.53601, -1.03881, -4.55597)
C (10.08369, -4.41153, -1.25690)
C (11.25608, -5.36075, -1.16366)
O (11.33178, -6.38884, -0.46777)
N (12.57255, -4.96206, -1.82270)
H (12.54735, -3.99793, -2.12262)
H (13.17802, -4.89571, -1.01704)
C (13.10489, -5.97469, -2.85246)
H (9.10545, -4.88767, -1.19026)
H (10.02119, -3.77573, -2.14004)
H (10.07248, -3.71343, -0.41985)
H (14.07584, -5.55185, -3.11044)
H (12.41324, -6.00833, -3.69423)
H (13.28988, -6.90953, -2.32334)

Properties
Energy above the lowest of the compared OMol25 structures with the same formula, charge and spin, kJ/mol: 85.3
Largest force on an atom, eV/Å: 9.19
Gap between HOMO and LUMO, eV: 7.19
E_LUMO, Eh: -0.3110
Net charge: +5
HOMO level, eV: -15.65

=====

(4)
Formula: C23H16F3N4PtS2
Source: the Open Molecules 2025 dataset
Level of theory: ωB97M-V/def2-TZVPD

CARTESIAN COORDINATES (ANGSTROEM)
Pt (1.03949, -0.16574, 0.17327)
C (2.45674, -3.47224, -0.33210)
C (2.76095, -2.77849, 0.94881)
N (2.43854, -1.54650, 1.22511)
C (2.82466, -1.15884, 2.48939)
C (3.46753, -2.12880, 3.18695)
S (3.57885, -3.55655, 2.24978)
C (2.48483, 0.18957, 2.91952)
C (2.81177, 0.80673, 4.08481)
S (2.17241, 2.39323, 4.10840)
C (1.49371, 2.15717, 2.54327)
N (1.74068, 0.97334, 2.06527)
C (0.71183, 3.20223, 1.83008)
H (1.87800, -2.81825, -0.98177)
H (1.87731, -4.37590, -0.14178)
H (3.37301, -3.76843, -0.84354)
H (3.85774, -2.08077, 4.19019)
H (3.38178, 0.41592, 4.91136)
H (0.59615, 4.09469, 2.44052)
H (-0.27357, 2.81176, 1.57200)
H (1.21423, 3.47494, 0.90123)
F (-8.38894, 0.28484, -0.37013)
C (-7.78495, -0.91365, -0.27652)
F (-8.23413, -1.49618, 0.85160)
F (-8.19706, -1.65930, -1.31138)
C (-6.28898, -0.76486, -0.24228)
C (-5.49118, -1.39144, -1.18818)
C (-4.11719, -1.24963, -1.12770)
C (-3.53395, -0.46977, -0.12347)
C (-4.35276, 0.15335, 0.82916)
C (-5.72273, 0.00264, 0.77011)
C (-2.12685, -0.30029, -0.06216)
C (-0.91080, -0.14174, -0.00603)
H (-5.94193, -1.99059, -1.96657)
H (-3.48787, -1.74294, -1.85546)
H (-3.89923, 0.74344, 1.61343)
H (-6.35628, 0.48219, 1.50466)
N (4.88412, 2.68247, -5.80083)
C (4.33615, 2.29033, -4.87140)
C (3.64979, 1.78828, -3.71795)
C (4.32613, 1.02499, -2.76991)
C (3.61850, 0.54553, -1.68506)
N (2.31638, 0.78352, -1.50981)
C (1.67112, 1.52430, -2.41293)
C (2.29439, 2.04709, -3.52914)
H (5.37923, 0.81180, -2.88274)
H (4.11382, -0.04908, -0.92811)
H (0.61780, 1.69443, -2.23053)
H (1.74074, 2.64122, -4.24145)

Properties
Largest force on an atom, eV/Å: 0.89
Gap between HOMO and LUMO (alpha / beta), eV: 7.60 / 6.44
E_LUMO (alpha / beta), Eh: -0.1247 / -0.1746
Net charge: +1
HOMO level (alpha / beta), eV: -10.99 / -11.19
Multiplicity: 3

=====

Which value of largest force on an atom does entry 2 give?
0.79 eV/Å

=====

Which of these has the highest largest force on an atom?
C18H48F2N7O10S2

=====

Among the records above, which one has the lowest largest force on an atom?
C5H6O

=====

Which of these has the lowest largest force on an atom?
C5H6O